No. 1
Formula: C3H7BO
Source: the Open Molecules 2025 dataset
Level of theory: the ωB97M-V functional and the def2-TZVPD basis

Element x y z (Å)
C1 -0.73191 -0.75188 -1.04762
B1 -1.13008 0.30507 -0.27413
C2 -1.60259 1.69647 0.26807
H1 -1.40725 -1.59255 -1.32133
H2 0.15622 -0.83497 -1.68364
H3 -2.40199 1.85381 1.01905
H4 -2.02976 1.91501 -0.71402
H5 -0.92559 2.48738 0.58465
C3 2.51507 -1.27075 0.82204
O1 3.23108 -0.39731 1.22386
H6 2.70051 -2.41427 0.93551
H7 1.62628 -0.99603 0.18757

Multiplicity   1
Energy relative to the best compared isomer or geometry (same formula, charge and spin)   276.4 kJ/mol
Structure (SMILES)   C=BC.C=O
Total energy   -218.47838 hartree
Net charge   0
HOMO-LUMO gap   0.3334 Ha

---

No. 2
Formula: C25H35CaN6O2
Source: the Open Molecules 2025 dataset
Level of theory: the ωB97M-V functional and the def2-TZVPD basis

Element x y z (Å)
Ca1 -0.12638 0.16660 -0.04837
C1 -0.39474 -3.08830 0.65640
C2 -1.44519 -2.46885 1.58724
N1 -1.47500 -0.99309 1.65495
C3 -0.92607 -0.38713 2.88398
C4 0.59586 -0.43168 2.97476
N2 1.26429 0.38205 1.94244
C5 2.69865 0.09802 1.72764
C6 3.01566 -0.69391 0.45172
C7 3.09489 0.05815 -0.88524
N3 1.81112 0.42361 -1.51832
C8 1.39846 -0.38526 -2.67987
C9 0.91151 -1.78536 -2.31927
N4 -0.33054 -1.78301 -1.51876
C10 -0.65349 -3.06568 -0.85466
H1 -0.31960 -4.13996 0.94658
H2 0.59797 -2.67200 0.86597
H3 -1.28642 -2.86750 2.59457
H4 -2.43342 -2.81248 1.27430
H5 -2.42514 -0.66315 1.53551
H6 -1.33249 -0.88314 3.77317
H7 -1.26851 0.65120 2.92032
H8 0.93918 -1.46412 2.86387
H9 0.89465 -0.11491 3.97962
H10 1.12987 1.36911 2.14320
H11 3.08062 -0.46565 2.58322
H12 3.24294 1.04408 1.71754
H13 2.33587 -1.55109 0.37179
H14 4.00274 -1.14094 0.59926
H15 3.67306 -0.55485 -1.58464
H16 3.66836 0.97498 -0.73431
H17 1.82503 1.39934 -1.78969
H18 2.22394 -0.48461 -3.39451
H19 0.60311 0.16159 -3.19449
H20 1.68075 -2.30559 -1.74206
H21 0.77939 -2.35678 -3.24387
H22 -1.10442 -1.50274 -2.11493
H23 -0.06215 -3.86083 -1.31659
H24 -1.69900 -3.30794 -1.05428
O1 0.03192 3.12116 0.22331
C11 -1.05721 2.99548 -0.35098
N5 -1.91335 3.97586 -0.71795
C12 -3.12942 3.43911 -1.31732
C13 -2.79570 1.92043 -1.24686
O2 -3.53082 1.02973 -1.62347
N6 -1.56224 1.76336 -0.70733
C14 -3.29437 3.82419 -2.77982
C15 -4.43991 3.40966 -3.45596
C16 -4.60837 3.71583 -4.79474
C17 -3.63813 4.44263 -5.47450
C18 -2.49729 4.85363 -4.80702
C19 -2.32292 4.54116 -3.46361
C20 -4.34191 3.80970 -0.47304
C21 -4.82462 2.96982 0.52366
C22 -5.87474 3.37270 1.33604
C23 -6.45110 4.62174 1.16271
C24 -5.97581 5.46463 0.16906
C25 -4.93104 5.05837 -0.64626
H25 -1.79715 4.92456 -0.40418
H26 -5.19595 2.84319 -2.92843
H27 -5.50168 3.39085 -5.31153
H28 -3.77717 4.68828 -6.51896
H29 -1.73860 5.42388 -5.32713
H30 -1.42594 4.86363 -2.95130
H31 -4.40099 1.98185 0.65496
H32 -6.25032 2.70491 2.10043
H33 -7.27277 4.93427 1.79314
H34 -6.42493 6.43792 0.02260
H35 -4.57999 5.71460 -1.43358

Multiplicity   1
Energy relative to the best compared isomer or geometry (same formula, charge and spin)   0.0 kJ/mol
Total energy   -2130.25823 hartree
Net charge   +1
HOMO-LUMO gap   0.3211 Ha

---

No. 3
Formula: C23H31N3O3S
Source: the Open Molecules 2025 dataset
Level of theory: the ωB97M-V functional and the def2-TZVPD basis

Element x y z (Å)
C1 7.02428 2.89082 0.61810
C2 7.17185 1.54066 1.30561
O1 5.97598 0.77003 1.20812
C3 5.79643 0.07344 0.07424
O2 6.59307 0.06289 -0.83445
C4 4.52713 -0.68375 0.07239
C5 3.63309 -0.63884 1.13931
C6 2.45389 -1.35146 1.09143
C7 2.14140 -2.11974 -0.03203
N1 0.96813 -2.85137 -0.11715
C8 -0.21105 -2.69422 0.56072
S1 -1.11101 -4.06141 0.83388
N2 -0.61599 -1.46457 0.93971
C9 -1.73739 -1.34888 1.85030
C10 -3.08689 -1.21081 1.12844
N3 -3.23876 0.09210 0.50630
C11 -3.75843 1.06892 1.45357
C12 -4.20237 2.39887 0.84643
C13 -5.65684 2.38962 0.37465
C14 -5.89881 1.59488 -0.90550
C15 -5.39411 0.15563 -0.84019
C16 -3.86047 0.07791 -0.80602
C17 -0.23918 -0.22541 0.27271
C18 0.14669 -0.38107 -1.15954
C19 -0.39837 -1.09118 -2.18924
C20 0.40196 -0.81706 -3.32506
C21 1.36627 0.04306 -2.90351
O3 1.21922 0.31352 -1.59528
C22 3.05930 -2.19950 -1.08295
C23 4.23166 -1.48223 -1.03302
H1 6.86503 2.74679 -0.44767
H2 6.17809 3.43416 1.03217
H3 7.92860 3.47471 0.76358
H4 7.34547 1.66087 2.37730
H5 7.99527 0.97664 0.85475
H6 3.87468 -0.04844 2.00905
H7 1.78346 -1.35128 1.93760
H8 1.02020 -3.71838 -0.63622
H9 -1.55924 -0.48514 2.49475
H10 -1.76393 -2.25163 2.46307
H11 -3.13178 -1.99269 0.36920
H12 -3.88514 -1.41227 1.86070
H13 -2.95601 1.26425 2.17500
H14 -4.60470 0.65096 2.02747
H15 -3.53661 2.68195 0.03134
H16 -4.10851 3.16063 1.62417
H17 -5.97773 3.42035 0.20499
H18 -6.28006 1.98244 1.17517
H19 -5.40751 2.09890 -1.74196
H20 -6.97203 1.58988 -1.11122
H21 -5.74833 -0.37382 -1.72701
H22 -5.80886 -0.35257 0.03205
H23 -3.45155 0.91364 -1.38459
H24 -3.52966 -0.83599 -1.30281
H25 0.59095 0.26979 0.79295
H26 -1.13180 0.41083 0.32790
H27 -1.25064 -1.73747 -2.14331
H28 0.26962 -1.20666 -4.31332
H29 2.18108 0.51683 -3.41275
H30 2.82962 -2.81683 -1.93909
H31 4.94135 -1.52126 -1.84525

Multiplicity   1
Energy relative to the best compared isomer or geometry (same formula, charge and spin)   185.5 kJ/mol
Structure (SMILES)   CCOC(=O)c1ccc(NC(=S)N(CCN2CCCCCC2)Cc2ccco2)cc1
Total energy   -1683.19705 hartree
Net charge   0
HOMO-LUMO gap   0.3037 Ha

---

No. 4
Formula: C9H11NS
Source: the Open Molecules 2025 dataset
Level of theory: the ωB97M-V functional and the def2-TZVPD basis

Element x y z (Å)
C1 -0.16103 1.08094 -2.58914
C2 -0.38443 0.64996 -1.16760
C3 -1.63440 0.61158 -0.68994
S1 -2.14198 0.16692 0.91929
C4 -0.79148 -0.94128 1.44644
C5 -0.72054 -1.03665 2.95450
C6 -0.87891 -2.20036 0.77630
N1 -0.92591 -3.19302 0.20757
C7 0.73048 -0.25035 0.82778
C8 0.78757 0.37429 -0.33945
C9 2.11881 0.87476 -0.82563
H1 -1.10955 1.21929 -3.10038
H2 0.41597 0.33371 -3.13020
H3 0.38553 2.02272 -2.61952
H4 -2.47886 0.90783 -1.29247
H5 0.10331 -1.68228 3.25572
H6 -1.64902 -1.45171 3.34537
H7 -0.57590 -0.04569 3.38057
H8 1.54839 -0.44337 1.49301
H9 2.35271 0.44217 -1.79501
H10 2.90504 0.60251 -0.12854
H11 2.10421 1.95804 -0.92868

Multiplicity   1
Energy relative to the best compared isomer or geometry (same formula, charge and spin)   41.8 kJ/mol
Structure (SMILES)   CC1=CS[C@@](C)(C#N)C=C1C
Total energy   -802.42935 hartree
Net charge   0
HOMO-LUMO gap   0.3260 Ha

---

No. 5
Formula: C25H50FeN4O3P2Sb
Source: the Open Molecules 2025 dataset
Level of theory: the ωB97M-V functional and the def2-TZVPD basis

Element x y z (Å)
Fe1 -0.21619 -0.30432 -0.11053
C1 2.92613 0.61977 3.08416
N1 2.69261 1.53162 1.95484
C2 3.45306 1.16713 0.76041
P1 1.09842 1.97158 1.80960
O1 0.09037 0.87872 1.71827
O2 1.10526 2.87862 0.47421
P2 0.56228 2.61513 -1.04293
O3 0.73566 1.18620 -1.43304
N2 1.46668 3.60842 -1.98234
C3 2.80303 3.16432 -2.37952
C4 1.35656 5.04866 -1.76035
N3 -0.96641 3.22185 -1.04235
C5 -1.55341 3.84118 0.14490
C6 -1.94352 2.58111 -1.93665
N4 0.82201 2.95912 3.08345
C7 1.67590 4.13641 3.24778
C8 -0.54294 3.12133 3.58338
H1 3.98709 0.63392 3.33397
H2 2.63141 -0.40879 2.84739
H3 2.36126 0.95713 3.95173
H4 4.49479 1.03048 1.04998
H5 3.40337 1.96834 0.02783
H6 3.09858 0.23982 0.29519
H7 2.79871 2.08633 -2.52609
H8 3.56028 3.43133 -1.63385
H9 3.06902 3.64357 -3.32136
H10 0.31252 5.31836 -1.61648
H11 1.72885 5.56907 -2.64200
H12 1.94161 5.37254 -0.89260
H13 -0.81471 4.45967 0.65214
H14 -1.94803 3.09651 0.84426
H15 -2.37446 4.48212 -0.17566
H16 -1.43539 2.18113 -2.81274
H17 -2.65770 3.33788 -2.26345
H18 -2.47635 1.77094 -1.43938
H19 2.68322 3.90564 2.91011
H20 1.71101 4.40666 4.30314
H21 1.29213 4.99191 2.68279
H22 -1.11477 2.21887 3.37962
H23 -1.04292 3.97925 3.12381
H24 -0.51067 3.28104 4.66135
C9 -2.12042 -0.71881 -0.36642
C10 -3.25949 -1.01295 -0.68256
C11 -4.58235 -1.37106 -1.07986
C12 -5.15853 -2.56351 -0.63096
C13 -6.42579 -2.92642 -1.05214
C14 -7.13575 -2.10892 -1.92068
C15 -6.57624 -0.91680 -2.35906
C16 -5.30895 -0.54703 -1.94497
H25 -4.60239 -3.19599 0.04880
H26 -6.86064 -3.85319 -0.70126
H27 -8.12170 -2.40103 -2.25673
H28 -7.12869 -0.27175 -3.02984
H29 -4.86750 0.37996 -2.28741
C17 3.98632 -3.01160 1.81813
C18 3.29590 -3.40271 0.51754
C19 4.18458 -3.10142 -0.68356
Sb1 1.31972 -2.46003 0.26585
C20 0.81231 -3.65140 -1.52111
C21 -0.37509 -3.03127 -2.25111
C22 0.59792 -5.13003 -1.23084
C23 0.25722 -3.40978 1.94660
C24 -1.24303 -3.44691 1.68213
C25 0.55384 -2.60682 3.21177
H30 4.93811 -3.54330 1.89686
H31 3.39182 -3.27278 2.69278
H32 4.20391 -1.94140 1.84527
H33 3.05367 -4.46717 0.54058
H34 4.42828 -2.03787 -0.73583
H35 3.72460 -3.39740 -1.62576
H36 5.12368 -3.65206 -0.58859
H37 1.69413 -3.54294 -2.15696
H38 -1.29612 -3.14120 -1.68066
H39 -0.51481 -3.51883 -3.21939
H40 -0.22131 -1.96370 -2.43468
H41 -0.22367 -5.29088 -0.53085
H42 1.49552 -5.59989 -0.82612
H43 0.34463 -5.64333 -2.16215
H44 0.64617 -4.42556 2.04093
H45 -1.64156 -2.44348 1.53950
H46 -1.76016 -3.88983 2.53776
H47 -1.49159 -4.03349 0.79604
H48 0.20452 -1.57635 3.10218
H49 1.61614 -2.59218 3.45822
H50 0.02742 -3.04787 4.06207

Multiplicity   5
Energy relative to the best compared isomer or geometry (same formula, charge and spin)   0.0 kJ/mol
Total energy   -3613.91756 hartree
Net charge   +1
HOMO-LUMO gap (alpha / beta)   0.3168 / 0.2886 Ha